Model w:
Here is one molecule with the formula C14H16N2O3S from the Open Molecules 2025 dataset. Energies are from wB97M-V/def2-TZVPD.

Summary:
- Net charge: 0
- LUMO level: -0.3865 eV
- Molecular weight: 292.36 g mol⁻¹
- SMILES: C=C1C(=O)N2[C@H]3C(=CC=C[C@@H]3O)C[C@@]2(SC)C(=O)N1C
- Kohn-Sham gap: 0.294 Ha
- HOMO: -8.4 eV

Each atom is followed by the atoms it is bonded to, with distances in Å.
Positions of all 36 atoms, in Å:
1 S -0.710 -1.193 -2.246  C10 1.844, C20 1.872
2 O 1.107 -1.125 1.840  C15 1.258
3 O -0.591 -0.131 3.347  C16 1.414, H24 1.019
4 O 1.588 1.395 -2.821  C13 1.253
5 N 2.469 -0.059 -1.421  C7 1.441, C13 1.429, C14 1.470
6 N -0.071 -0.053 0.190  C10 1.496, C15 1.406, C19 1.402
7 C 2.325 -0.832 -0.213  N5 1.441, C12 1.416, C15 1.522
8 C -2.859 2.098 0.383  C9 1.373, C18 1.547, H22 1.142
9 C -1.726 1.421 0.002  C8 1.373, C17 1.516, C19 1.538
10 C -0.124 0.259 -1.272  S1 1.844, N6 1.496, C13 1.588, C17 1.546
11 C -2.580 1.164 2.807  C16 1.513, C18 1.400, H23 1.074
12 C 3.449 -1.466 0.369  C7 1.416, H26 1.065, H29 1.121
13 C 1.295 0.604 -1.895  O4 1.253, N5 1.429, C10 1.588
14 C 3.578 -0.452 -2.303  N5 1.470, H27 1.086, H30 1.162, H35 1.096
15 C 1.070 -0.738 0.644  O2 1.258, N6 1.406, C7 1.522
16 C -1.488 0.237 2.317  O3 1.414, C11 1.513, C19 1.563, H28 1.111
17 C -1.155 1.403 -1.403  C9 1.516, C10 1.546, H25 1.083, H36 1.108
18 C -3.293 1.904 1.855  C8 1.547, C11 1.400, H33 1.085
19 C -0.779 0.804 1.044  N6 1.402, C9 1.538, C16 1.563, H32 1.143
20 C -1.415 -2.408 -1.008  S1 1.872, H21 1.075, H31 1.129, H34 1.096
21 H -1.956 -2.056 -0.148  C20 1.075
22 H -3.490 2.721 -0.336  C8 1.142
23 H -2.844 1.197 3.847  C11 1.074
24 H 0.072 -0.757 2.892  O3 1.019
25 H -2.000 1.161 -2.036  C17 1.083
26 H 4.397 -1.492 -0.116  C12 1.065
27 H 4.464 -0.070 -1.804  C14 1.086
28 H -2.043 -0.694 2.072  C16 1.111
29 H 3.491 -1.842 1.425  C12 1.121
30 H 3.766 -1.592 -2.426  C14 1.162
31 H -0.545 -3.043 -0.670  C20 1.129
32 H -0.101 1.602 1.501  C19 1.143
33 H -4.001 2.660 2.179  C18 1.085
34 H -2.047 -3.069 -1.612  C20 1.096
35 H 3.540 0.035 -3.284  C14 1.096
36 H -0.792 2.406 -1.703  C17 1.108

Mulliken population analysis, charges in e, atoms 1 to 5: -0.101, -0.800, -0.671, -0.655, 0.183

---

Model x:
Here is one molecule with the formula C14H16N2O3S from the Open Molecules 2025 dataset. Energies are from wB97M-V/def2-TZVPD.

Summary:
- Net charge: 0
- LUMO level: 0.5735 eV
- Molecular weight: 292.36 g mol⁻¹
- SMILES: CCOc1ccc(S(=O)(=O)NCc2cccnc2)cc1
- Kohn-Sham gap: 0.359 Ha
- HOMO: -9.2 eV

Each atom is followed by the atoms it is bonded to, with distances in Å.
Positions of all 36 atoms, in Å:
1 S 1.364 1.874 -0.643  O2 1.437, O3 1.432, N6 1.685, C10 1.779
2 O 2.054 0.974 -1.526  S1 1.437
3 O 1.377 3.272 -0.950  S1 1.432
4 O -4.168 0.050 0.237  C11 1.350, C16 1.418
5 N 5.663 -0.292 0.193  C8 1.322, C12 1.319
6 N 1.934 1.754 0.938  S1 1.685, C20 1.451, H29 1.010
7 C -6.150 -1.246 0.115  C16 1.520, H21 1.086, H22 1.086, H36 1.086
8 C 5.469 -1.345 -0.583  N5 1.322, C18 1.386, H28 1.082
9 C -1.170 2.042 0.369  C10 1.384, C17 1.377, H26 1.078
10 C -0.304 1.298 -0.416  S1 1.779, C9 1.384, C14 1.379
11 C -2.890 0.397 -0.022  O4 1.350, C13 1.395, C17 1.402
12 C 4.619 0.225 0.812  N5 1.319, C19 1.392, H35 1.084
13 C -2.006 -0.339 -0.811  C11 1.395, C14 1.385, H24 1.078
14 C -0.713 0.120 -1.003  C10 1.379, C13 1.385, H31 1.079
15 C 3.138 -1.387 -0.109  C18 1.384, C19 1.388, H32 1.081
16 C -4.702 -1.133 -0.334  O4 1.418, C7 1.520, H25 1.098, H30 1.098
17 C -2.457 1.594 0.566  C9 1.377, C11 1.402, H27 1.078
18 C 4.228 -1.934 -0.764  C8 1.386, C15 1.384, H33 1.079
19 C 3.325 -0.274 0.701  C12 1.392, C15 1.388, C20 1.505
20 C 2.178 0.402 1.403  N6 1.451, C19 1.505, H23 1.094, H34 1.095
21 H -6.711 -0.379 -0.221  C7 1.086
22 H -6.596 -2.144 -0.302  C7 1.086
23 H 1.251 -0.152 1.233  C20 1.094
24 H -2.313 -1.260 -1.279  C13 1.078
25 H -4.128 -2.006 0.006  C16 1.098
26 H -0.817 2.962 0.803  C9 1.078
27 H -3.159 2.147 1.169  C17 1.078
28 H 6.352 -1.729 -1.076  C8 1.082
29 H 2.724 2.372 1.058  N6 1.010
30 H -4.646 -1.078 -1.430  C16 1.098
31 H -0.011 -0.423 -1.615  C14 1.079
32 H 2.152 -1.811 -0.227  C15 1.081
33 H 4.115 -2.794 -1.407  C18 1.079
34 H 2.365 0.450 2.481  C20 1.095
35 H 4.829 1.086 1.436  C12 1.084
36 H -6.200 -1.292 1.199  C7 1.086

Mulliken population analysis, charges in e, atoms 1 to 5: 1.439, -0.612, -0.758, -0.349, -0.617

---

Taking the most stable structure as the zero point, the relative energies in kJ/mol are model w 240.4; model x 0.0.

---

Model w:
Here is an isolated ion of composition C6H12NS and charge +1 from the Open Molecules 2025 dataset. Energies are from wB97M-V/def2-TZVPD.

Summary:
- Net charge: +1
- LUMO level: -4.5292 eV
- Molecular weight: 130.24 g mol⁻¹
- SMILES: C[C@H]1C=[N+](C)[C@@H](C)S1
- Kohn-Sham gap: 0.329 Ha
- HOMO: -13.5 eV

Each atom is followed by the atoms it is bonded to, with distances in Å.
Positions of all 20 atoms, in Å:
1 S 1.678 -1.091 0.713  C5 1.904, C7 1.790
2 N -0.716 0.175 0.617  C6 1.279, C7 1.617, C8 1.399
3 C 2.014 1.289 -0.803  C5 1.461, H9 1.062, H15 1.109, H18 1.040
4 C -0.549 -1.683 -1.001  C7 1.522, H10 1.091, H12 1.036, H17 1.043
5 C 1.595 0.800 0.508  S1 1.904, C3 1.461, C6 1.486, H20 1.039
6 C 0.164 1.087 0.789  N2 1.279, C5 1.486, H13 1.013
7 C -0.071 -1.291 0.390  S1 1.790, N2 1.617, C4 1.522, H11 1.062
8 C -2.102 0.186 0.802  N2 1.399, H14 1.091, H16 1.050, H19 1.088
9 H 2.925 0.799 -1.045  C3 1.062
10 H -1.602 -1.475 -1.193  C4 1.091
11 H -0.452 -1.908 1.165  C7 1.062
12 H 0.055 -1.190 -1.683  C4 1.036
13 H -0.287 1.988 0.682  C6 1.013
14 H -2.426 0.988 1.468  C8 1.091
15 H 1.341 0.695 -1.453  C3 1.109
16 H -2.651 -0.706 0.875  C8 1.050
17 H -0.387 -2.713 -1.026  C4 1.043
18 H 1.958 2.304 -1.027  C3 1.040
19 H -2.543 0.544 -0.126  C8 1.088
20 H 2.053 1.201 1.351  C5 1.039

Mulliken population analysis, charges in e, atoms 1 to 5: -0.045, 0.060, -1.166, -1.097, -0.090

---

Model x:
Here is an isolated ion of composition C6H12NS and charge +1 from the Open Molecules 2025 dataset. Energies are from wB97M-V/def2-TZVPD.

Summary:
- Net charge: +1
- LUMO level: -4.5454 eV
- Molecular weight: 130.24 g mol⁻¹
- Kohn-Sham gap: 0.323 Ha
- HOMO: -13.3 eV

Each atom is followed by the atoms it is bonded to, with distances in Å.
Positions of all 20 atoms, in Å:
1 S 2.171 -2.024 -0.214  C3 1.710, C8 1.886
2 N -0.443 -0.807 -0.490  C4 1.479, C5 1.390, H17 0.954
3 C 0.774 -1.808 0.749  S1 1.710, H12 1.151, H13 1.130
4 C 0.499 -0.303 -1.513  N2 1.479, C8 1.598, H9 1.074, H11 1.067
5 C -0.989 0.145 0.363  N2 1.390, C6 1.326, C7 1.497
6 C -2.127 -0.170 0.967  C5 1.326, H18 1.113, H20 1.091
7 C -0.402 1.499 0.613  C5 1.497, H10 1.053, H15 1.077, H16 1.137
8 C 2.022 -0.330 -1.030  S1 1.886, C4 1.598, H14 1.114, H19 1.118
9 H 0.470 -0.917 -2.394  C4 1.074
10 H 0.616 1.439 0.352  C7 1.053
11 H 0.151 0.695 -1.664  C4 1.067
12 H 0.245 -2.822 0.873  C3 1.151
13 H 0.864 -1.116 1.638  C3 1.130
14 H 2.665 -0.382 -1.939  C8 1.114
15 H -0.606 1.872 1.602  C7 1.077
16 H -0.840 2.337 -0.019  C7 1.137
17 H -1.043 -1.524 -0.682  N2 0.954
18 H -2.748 0.639 1.414  C6 1.113
19 H 2.050 0.476 -0.256  C8 1.118
20 H -2.624 -1.131 0.832  C6 1.091

Mulliken population analysis, charges in e, atoms 1 to 5: -0.012, -0.039, -0.251, -0.765, 0.957

---

Taking the most stable structure as the zero point, the relative energies in kJ/mol are model w 0.0; model x 99.1.

---

Model w:
Here is a 2-piece molecular cluster, C4H4Cl4 overall from the Open Molecules 2025 dataset. Energies are from wB97M-V/def2-TZVPD.

Summary:
- Net charge: 0
- LUMO level: 0.4894 eV
- Molecular weight: 193.89 g mol⁻¹
- SMILES: C=C(Cl)Cl.C=C(Cl)Cl
- Kohn-Sham gap: 0.390 Ha
- HOMO: -10.1 eV

Each atom is followed by the atoms it is bonded to, with distances in Å.
Positions of all 12 atoms, in Å:
1 Cl -2.043 -0.122 -0.696  C6 1.782
2 Cl -0.231 2.571 2.822  C5 1.826
3 Cl -0.636 -0.374 2.722  C5 1.798
4 Cl 0.262 0.723 -2.107  C6 1.685
5 C 0.162 1.028 1.927  Cl2 1.826, Cl3 1.798, C8 1.237
6 C -0.493 -0.619 -1.421  Cl1 1.782, Cl4 1.685, C7 1.265
7 C -0.206 -1.794 -1.790  C6 1.265, H9 1.082, H12 1.138
8 C 0.900 1.146 0.940  C5 1.237, H10 1.261, H11 1.071
9 H 0.725 -1.964 -2.316  C7 1.082
10 H 1.024 -0.020 0.474  C8 1.261
11 H 1.202 2.163 0.795  C8 1.071
12 H -0.667 -2.738 -1.351  C7 1.138

Mulliken population analysis, charges in e, atoms 1 to 5: -0.144, -0.241, -0.145, -0.136, 0.351

---

Model x:
Here is one molecule with the formula C4H4Cl4 from the Open Molecules 2025 dataset. Energies are from wB97M-V/def2-TZVPD.

Summary:
- Net charge: 0
- LUMO level: 0.0035 eV
- Molecular weight: 193.89 g mol⁻¹
- Kohn-Sham gap: 0.323 Ha
- HOMO: -8.8 eV

Each atom is followed by the atoms it is bonded to, with distances in Å.
Positions of all 12 atoms, in Å:
1 Cl 0.329 2.663 0.191  C5 1.748
2 Cl -2.603 -0.027 0.321  C6 1.794
3 Cl 2.284 0.356 -1.084  C8 1.760
4 Cl 2.093 -1.389 1.184  C8 1.717
5 C -0.165 1.079 0.741  Cl1 1.748, C6 1.486, H9 1.135
6 C -0.938 0.301 -0.261  Cl2 1.794, C5 1.486, C7 1.560, H11 1.120
7 C -0.129 -1.025 -0.407  C6 1.560, C8 1.517, H10 1.132, H12 1.102
8 C 1.208 -0.464 0.041  Cl3 1.760, Cl4 1.717, C7 1.517
9 H -0.546 0.848 1.785  C5 1.135
10 H -0.059 -1.268 -1.510  C7 1.132
11 H -0.893 0.630 -1.331  C6 1.120
12 H -0.581 -1.706 0.332  C7 1.102

Mulliken population analysis, charges in e, atoms 1 to 5: -0.134, -0.198, -0.136, -0.152, -0.403

---

Taking the most stable structure as the zero point, the relative energies in kJ/mol are model w 49.5; model x 0.0.